Entry 1:
{
  "formula": "C3H8OP2",
  "method": "ωB97M-V/def2-TZVPD",
  "symbols": ["H", "P", "C", "C", "O", "H", "H", "H", "H", "C", "P", "H", "H", "H"],
  "positions_angstrom": [[0.3544, -0.6577, -0.8185], [0.0370, 0.0103, 0.3462], [-1.5695, -0.1859, -0.0680], [-2.7578, 0.3993, 0.7134], [-1.7612, -0.7795, -1.3168], [-3.4821, 0.7753, 0.0938], [-3.0631, -0.5016, 1.4158], [-2.3592, 1.0589, 1.5030], [-2.6792, -1.1383, -1.6351], [3.1907, 0.6538, 0.1620], [3.9677, -0.1914, -1.0797], [3.1704, 0.3183, 1.1924], [2.6751, 1.5759, -0.1373], [4.2766, -1.3375, -0.3713]],
  "lumo_energy_ev": 0.2,
  "gap_ev": 8.6533,
  "e_homo_ev": -8.414,
  "multiplicity": 1,
  "smiles": "[H]/P=C(/C)O.C=P",
  "total_energy_ev": -23862.0750,
  "de_lowest_ev": 1.501
}

Entry 2:
{
  "formula": "C2H6NO4",
  "method": "ωB97M-V/def2-TZVPD",
  "symbols": ["C", "C", "N", "O", "O", "O", "O", "H", "H", "H", "H", "H", "H"],
  "positions_angstrom": [[-1.2559, -0.4794, 0.1117], [0.4830, 1.8095, 0.2678], [1.0491, 1.5526, 1.3915], [-2.0598, -0.4147, -0.8250], [-0.4855, 1.1500, -0.1741], [0.2370, -2.0361, -1.2795], [-0.9047, -1.0410, 1.0341], [0.8149, 2.6755, -0.2802], [1.7085, 2.0670, 1.8943], [-1.9549, -1.1596, -1.3939], [0.9738, 0.7182, 1.8469], [0.6446, -2.6391, -0.4826], [0.7499, -2.2030, -2.1110]],
  "lumo_energy_ev": -3.4,
  "gap_ev": 12.5927,
  "e_homo_ev": -16.006,
  "charge": 1,
  "multiplicity": 1,
  "total_energy_ev": -11843.2699,
  "de_lowest_ev": 2.718
}

Entry 3:
{
  "formula": "C9H17N2OPb3",
  "method": "ωB97M-V/def2-TZVPD",
  "symbols": ["Pb", "Pb", "Pb", "C", "O", "H", "H", "H", "C", "C", "C", "C", "N", "H", "H", "H", "H", "H", "H", "H", "C", "C", "C", "C", "N", "H", "H", "H", "H", "H", "H", "H"],
  "positions_angstrom": [[2.8343, -2.3632, 4.5674], [1.7261, 1.5989, 3.7099], [-0.6052, -0.9631, 6.1624], [0.1700, -1.3971, 2.4829], [0.5582, -0.7730, 3.7351], [-0.8687, -1.7008, 2.3493], [0.3739, -0.7151, 1.6530], [0.8289, -2.2557, 2.3101], [-3.3505, -1.1992, -0.0099], [-2.6330, -2.5044, -0.4296], [-1.5147, -2.2162, -1.4934], [-1.8465, -1.5635, -2.7278], [-2.1208, -1.0489, -3.7393], [-4.1384, -1.5079, 0.6880], [-3.7483, -0.5891, -0.8152], [-2.5982, -0.6912, 0.6010], [-3.2789, -3.3262, -0.7425], [-2.1464, -2.9797, 0.4254], [-1.1258, -3.2306, -1.6721], [-0.7539, -1.6061, -1.0015], [3.2463, 3.1547, -1.4513], [2.1185, 2.3707, -2.1478], [0.8164, 2.2993, -1.3461], [1.1193, 2.2133, 0.0795], [1.2840, 2.1467, 1.2215], [4.0141, 3.4891, -2.1516], [3.8745, 2.4826, -0.8569], [3.0256, 4.0398, -0.8536], [2.4563, 1.3478, -2.3247], [1.8867, 2.7580, -3.1386], [0.0955, 1.4935, -1.5029], [0.3009, 3.2366, -1.5805]],
  "lumo_energy_ev": -20.9,
  "gap_ev": 1.7313,
  "e_homo_ev": -22.658,
  "charge": 5,
  "multiplicity": 1,
  "total_energy_ev": -30307.6435,
  "de_lowest_ev": 0.148
}

Entry 4:
{
  "formula": "C28H41N7OPt",
  "method": "ωB97M-V/def2-TZVPD",
  "symbols": ["Pt", "C", "N", "C", "C", "N", "C", "C", "N", "C", "C", "N", "C", "N", "C", "C", "C", "N", "C", "H", "H", "H", "H", "H", "H", "H", "H", "H", "H", "H", "H", "H", "H", "H", "H", "H", "H", "H", "H", "H", "H", "H", "H", "C", "C", "C", "C", "C", "C", "C", "C", "N", "H", "H", "H", "H", "H", "H", "H", "H", "H", "C", "C", "O", "C", "C", "C", "C", "C", "C", "H", "H", "H", "H", "H", "H", "H", "H"],
  "positions_angstrom": [[-0.4967, -0.4437, 0.0325], [0.9034, 0.4955, 4.9368], [-0.2538, -0.2487, 4.4891], [-1.3838, -0.3275, 5.4058], [-2.5244, -0.8364, 4.5279], [-1.9997, -0.6506, 3.1867], [-2.7671, -1.1010, 2.0613], [-0.6645, -0.4507, 3.2135], [0.0966, -0.4713, 2.1395], [1.5220, -0.6860, 2.2780], [2.0982, -1.4600, 1.0797], [1.7683, -0.7948, -0.1559], [2.5410, -0.7268, -1.2066], [2.1080, -0.1045, -2.3416], [0.7320, 0.1408, -2.6732], [3.0178, -0.3598, -3.4416], [4.2944, -0.7586, -2.7146], [3.8136, -1.1611, -1.3977], [4.8339, -1.5743, -0.4600], [0.6354, 1.0244, 5.8483], [1.2134, 1.2318, 4.1991], [1.7398, -0.1638, 5.1681], [-1.6001, 0.6620, 5.8192], [-1.1504, -1.0067, 6.2268], [-3.4493, -0.2718, 4.6581], [-2.7363, -1.8979, 4.7004], [-3.8249, -0.9958, 2.2991], [-2.5636, -2.1501, 1.8165], [-2.5425, -0.4653, 1.1888], [1.7405, -1.2732, 3.1750], [2.0442, 0.2771, 2.3343], [1.6812, -2.4772, 1.0701], [3.1760, -1.5294, 1.2345], [0.2481, 0.6888, -1.8542], [0.1891, -0.7888, -2.8769], [0.7008, 0.7640, -3.5654], [3.1325, 0.5330, -4.0568], [2.6352, -1.1736, -4.0713], [4.9923, 0.0803, -2.6183], [4.8057, -1.5952, -3.1925], [5.7281, -1.7958, -1.0397], [4.5585, -2.4903, 0.0625], [5.0890, -0.7881, 0.2572], [-2.2762, -4.2856, -1.4028], [-3.1018, -3.2038, -2.0057], [-4.1996, -3.4716, -2.7845], [-4.9885, -2.4560, -3.3203], [-4.6814, -1.1249, -3.0411], [-3.6058, -0.7812, -2.2621], [-3.3050, 0.6374, -1.9090], [-2.7399, -1.8222, -1.7324], [-1.6861, -1.5586, -1.0522], [-2.6231, -5.2611, -1.7249], [-2.3307, -4.2378, -0.3150], [-1.2310, -4.1674, -1.6802], [-4.4611, -4.5004, -2.9848], [-5.8369, -2.7023, -3.9385], [-5.3091, -0.3455, -3.4450], [-3.6964, 1.3139, -2.6633], [-2.2294, 0.7898, -1.8050], [-3.7744, 0.8887, -0.9558], [-1.5838, 4.0664, -0.8173], [-0.5941, 3.0604, -0.3221], [-0.9913, 1.9693, 0.0928], [0.8330, 3.4114, -0.3312], [1.3094, 4.6550, -0.7606], [2.6606, 4.9359, -0.7031], [3.5589, 3.9970, -0.2157], [3.0985, 2.7593, 0.2106], [1.7508, 2.4734, 0.1540], [-2.5897, 3.6628, -0.7471], [-1.3686, 4.3418, -1.8472], [-1.5302, 4.9749, -0.2218], [0.6357, 5.4085, -1.1326], [3.0260, 5.8996, -1.0211], [4.6113, 4.2352, -0.1611], [3.7980, 2.0384, 0.6075], [1.3728, 1.5167, 0.4937]],
  "lumo_energy_ev": [-5.0, -7.7],
  "gap_ev": [8.2105, 6.4950],
  "e_homo_ev": [-13.182, -14.174],
  "charge": 2,
  "multiplicity": 5,
  "total_energy_ev": -45409.5485,
  "s2": 6.057,
  "de_lowest_ev": 0.422
}

Entry 5:
{
  "formula": "C5H7NS",
  "method": "ωB97M-V/def2-TZVPD",
  "symbols": ["S", "N", "C", "C", "C", "C", "C", "H", "H", "H", "H", "H", "H", "H"],
  "positions_angstrom": [[1.6472, -0.3316, 2.0560], [0.9719, -0.0746, 0.5222], [0.6319, -1.1609, -0.2379], [-0.4596, -1.2218, -1.0191], [-1.4720, -0.2030, -0.9218], [-1.2533, 0.9104, -0.2184], [0.0891, 1.2382, 0.3287], [2.8974, 0.0860, 1.7513], [1.3283, -1.9824, -0.1565], [-0.6129, -2.0812, -1.6491], [-2.4412, -0.3979, -1.3566], [-2.0330, 1.6340, -0.0313], [0.6705, 1.8530, -0.3655], [0.0357, 1.7319, 1.2981]],
  "lumo_energy_ev": 0.8,
  "gap_ev": 8.4310,
  "e_homo_ev": -7.628,
  "multiplicity": 1,
  "smiles": "SN1C=CC=CC1",
  "total_energy_ev": -17622.1188,
  "de_lowest_ev": 1.527
}

Entry 6:
{
  "formula": "C8H14O",
  "method": "ωB97M-V/def2-TZVPD",
  "symbols": ["C", "C", "C", "C", "C", "C", "C", "C", "O", "H", "H", "H", "H", "H", "H", "H", "H", "H", "H", "H", "H", "H", "H"],
  "positions_angstrom": [[1.5436, 0.2723, 0.2908], [1.7239, -1.7117, -1.4125], [-0.0585, 1.7704, -1.0964], [-0.7992, -0.1748, 2.2054], [-2.1801, 0.1454, 0.1260], [1.0381, -0.9826, -0.3171], [0.2174, 0.9844, 0.1599], [-0.7895, 0.0694, 0.7057], [-0.1370, -1.4097, 0.0444], [1.9028, 0.1271, 1.3190], [2.3449, 0.7130, -0.3020], [1.4400, -1.2479, -2.3671], [2.8096, -1.6641, -1.3277], [1.3827, -2.7471, -1.4422], [-0.9013, 2.4513, -0.9531], [0.8076, 2.3837, -1.3540], [-0.3039, 1.1727, -1.9947], [-1.2791, -1.1264, 2.4409], [0.2034, -0.1840, 2.6289], [-2.8213, -0.6305, 0.5439], [-1.3676, 0.6227, 2.6873], [-2.1619, 0.0496, -0.9585], [-2.6147, 1.1169, 0.3732]],
  "lumo_energy_ev": [0.5, 0.5],
  "gap_ev": [6.5565, 6.5534],
  "e_homo_ev": [-6.097, -6.095],
  "multiplicity": 1,
  "total_energy_ev": -10567.3209,
  "de_lowest_ev": 2.723
}

Question: The highest multiplicity belongs to which entry?
Answer: C28H41N7OPt

Question: Look up the multiplicity of the second one.
Answer: 1

Question: Look up the multiplicity of the third one.
Answer: 1